29
Properties=species:S:1:pos:R:3 method="wB97M-V/def2-TZVPD" e_homo_ev=-13.11 gap_ev=9.363 total_charge=+1 total_energy_ha=-5775.3937
C -2.55583 -0.91971 -1.97949
C -1.63520 0.10130 -1.59314
C -0.70080 1.27649 -0.94771
N 0.41789 0.82003 -0.05022
C 0.60945 1.94402 0.95321
C -0.41306 1.91983 2.22932
Br 0.52482 1.78232 4.02741
N -1.51501 0.88916 2.16644
C -1.09014 -0.48794 1.70979
C 0.16185 -0.49825 0.63381
Br 1.82172 -0.84490 1.77244
H -3.52991 -1.59465 -2.12529
H -1.43605 2.07007 -0.46012
H -0.18815 1.84138 -1.86623
H 1.71327 2.05994 1.34699
H 0.38512 2.95070 0.35159
H -0.95535 2.98298 2.26159
H -2.21815 1.24106 1.44900
H -2.06772 0.78767 3.06405
H -1.94610 -1.15140 1.26432
H -0.70890 -1.05605 2.68817
H 0.13785 -1.43627 -0.10439
C 2.37045 -1.47490 -2.39259
N 1.91317 -2.89065 -2.40295
O 1.61296 -3.39647 -1.31537
O 1.86848 -3.45419 -3.50274
H 2.36039 -1.10788 -1.36416
H 3.38327 -1.45272 -2.80010
H 1.67969 -0.90095 -3.01359